Record 1
{"formula": "C29H35BBr2N10PV", "method": "wB97M-V/def2-TZVPD", "e_lumo_ev": [-9.9, -10.0], "gap_ev": [5.1, 5.5], "spin_multiplicity": 4, "s_squared": 3.798, "charge": 3, "e_above_lowest_kcal_mol": 46.3, "elements": ["V", "C", "C", "C", "C", "N", "N", "B", "N", "C", "C", "C", "C", "N", "N", "C", "C", "C", "C", "N", "N", "C", "C", "C", "C", "N", "H", "H", "H", "H", "H", "H", "H", "H", "H", "H", "H", "H", "H", "H", "H", "H", "H", "H", "H", "H", "Br", "C", "C", "C", "N", "C", "C", "C", "C", "C", "Br", "C", "C", "N", "H", "H", "H", "H", "H", "H", "C", "P", "C", "C", "H", "H", "H", "H", "H", "H", "H", "H", "H"], "coordinates": [[-0.582773, -1.057339, 1.001846], [-2.659805, 1.525935, 2.406304], [-2.653159, 1.207173, 0.971430], [-3.429795, 1.759109, -0.050292], [-3.091556, 0.983460, -1.173910], [-2.208488, 0.055349, -0.867305], [-1.816855, 0.279269, 0.451872], [-1.979106, -1.269336, -1.608272], [-0.491628, -1.360857, -1.806664], [0.205615, -1.824589, -2.881751], [1.471738, -2.262625, -2.456535], [1.516257, -1.929618, -1.082056], [2.585173, -2.024064, -0.098802], [0.297493, -1.434338, -0.701145], [-2.450790, -2.358472, -0.620216], [-3.760666, -2.799733, -0.511512], [-3.911845, -3.443885, 0.723451], [-2.698366, -3.246766, 1.398345], [-2.300226, -3.721498, 2.751708], [-1.871755, -2.551403, 0.615311], [-2.725263, -1.390138, -2.975435], [-2.728312, -2.538478, -3.760477], [-2.697386, -2.208896, -5.107695], [-2.774571, -0.775869, -5.118147], [-2.797188, 0.164607, -6.270858], [-2.756526, -0.319496, -3.855444], [-2.379089, 2.576624, 2.646140], [-3.680546, 1.357282, 2.816264], [-2.020236, 0.816896, 2.975510], [-3.922673, 2.720940, 0.081751], [-3.465781, 0.994453, -2.199489], [-0.249162, -1.795688, -3.856852], [2.262291, -2.715648, -2.988994], [2.458145, -2.922031, 0.520716], [3.583195, -2.116221, -0.615064], [2.670660, -1.166687, 0.566619], [-4.432595, -2.578012, -1.334947], [-4.698865, -4.069079, 1.077350], [-2.778635, -4.719268, 2.871923], [-1.210694, -3.785562, 2.773188], [-2.657219, -3.061555, 3.544358], [-2.771581, -3.552375, -3.335614], [-2.747413, -2.924017, -5.934331], [-3.758919, 0.115158, -6.817344], [-2.560131, 1.197562, -5.948567], [-1.997058, -0.194890, -6.901590], [-0.017533, 1.297013, 6.338175], [0.408965, 0.769183, 4.569290], [0.169329, -0.563757, 4.288611], [0.493578, -1.005802, 3.006857], [0.841260, -0.146080, 1.985633], [1.189355, 1.128996, 2.318217], [1.001179, 1.621462, 3.623878], [1.467027, 2.057049, 1.267482], [0.643682, 3.110626, 0.941800], [0.628568, 3.650993, -0.352350], [-0.856855, 4.620801, -1.015351], [1.519507, 3.138407, -1.321513], [2.493661, 2.279836, -0.930544], [2.608937, 1.887762, 0.397871], [-0.308329, -1.199911, 5.023892], [0.831084, -2.015949, 2.800356], [1.169413, 2.703853, 3.820926], [-0.133890, 3.393064, 1.627972], [1.421574, 3.372938, -2.408631], [3.195411, 1.922205, -1.635523], [4.391978, 3.535402, 2.022095], [4.210608, 2.002823, 1.042961], [5.384145, 2.072913, -0.300742], [4.412986, 0.516579, 1.999291], [5.393256, 3.687004, 2.391612], [3.676491, 3.455880, 2.855506], [4.072410, 4.444233, 1.469930], [6.398136, 1.981759, 0.144875], [5.361437, 2.987350, -0.930462], [5.230920, 1.110174, -0.845930], [4.797490, -0.227719, 1.277780], [3.449199, 0.122970, 2.369532], [5.121110, 0.652557, 2.841723]], "forces_ev_per_angstrom": [[-1.1, -0.7, -0.8], [-0.1, 0.0, 1.4], [-0.2, 1.0, -0.9], [1.4, -0.2, 0.8], [-1.1, 0.6, -0.7], [-0.4, 1.9, 0.5], [-0.6, -1.5, -0.4], [-0.9, -0.1, -1.5], [2.0, -1.3, -1.0], [0.2, -0.2, 1.1], [-1.3, 1.4, 1.5], [-1.9, 0.4, -1.0], [2.1, -0.8, 0.1], [1.0, -0.1, -1.2], [-2.5, -0.7, 1.0], [1.5, -0.1, 0.2], [0.9, 0.5, -0.7], [-1.0, 0.1, -0.4], [-0.3, -0.5, -0.4], [1.2, 0.3, -0.6], [0.3, -0.5, -0.7], [0.3, -0.6, -0.3], [-0.7, 0.1, 1.2], [0.1, -0.2, 2.0], [-0.1, 0.1, 0.2], [0.4, 0.4, -0.3], [-0.1, -0.7, -0.2], [0.6, 0.3, -0.3], [-0.1, 0.5, -0.3], [-0.4, -0.7, -0.5], [0.0, 0.1, 0.3], [-0.1, -0.2, -0.1], [0.5, -0.2, -0.7], [0.2, 0.1, -0.1], [-1.0, -0.1, 0.5], [-0.3, 0.1, -0.1], [0.0, -0.4, 0.2], [-0.6, 0.0, 0.0], [0.6, 0.6, 0.3], [-0.1, -0.3, 0.3], [0.0, -0.1, 0.0], [0.2, 0.7, -0.1], [0.0, 0.5, 0.4], [0.6, 0.1, 0.3], [-0.3, -0.6, -0.2], [0.1, 0.2, -0.7], [0.2, 0.2, -0.8], [0.2, 1.4, 0.9], [-0.1, -1.0, -1.4], [1.1, 1.0, 1.2], [1.7, 0.7, 2.1], [-1.4, -0.1, 0.6], [-0.6, -0.1, 0.4], [1.5, 1.3, -1.5], [-0.6, 0.1, -0.4], [-0.7, -0.1, -0.1], [0.5, 0.0, 0.6], [0.4, -0.3, -1.0], [-1.2, 1.1, -0.4], [0.9, -0.8, 0.6], [0.5, -0.2, 0.0], [-0.9, -0.8, 0.1], [0.0, -1.1, 0.0], [-0.4, 0.0, 0.1], [0.0, -0.1, 1.2], [0.6, -0.5, -0.4], [-1.5, -0.1, -0.2], [-0.6, 1.4, 0.2], [0.4, -1.0, -0.2], [0.4, -0.6, 0.3], [0.4, -0.2, 0.1], [0.4, 0.0, 0.0], [0.3, -0.7, -0.1], [-0.5, 0.2, -0.1], [-0.2, -0.7, 0.4], [0.2, 0.9, -0.2], [0.0, 0.2, 0.5], [0.5, 0.4, -0.1], [-0.3, -0.1, -0.5]], "lowdin_spin": [1.8670, 0.0025, 0.0002, -0.0061, -0.0071, 0.0109, -0.0175, 0.0031, 0.0079, 0.0240, 0.0066, 0.0129, 0.0022, -0.0009, 0.0053, 0.0035, -0.0021, 0.0077, 0.0023, -0.0056, 0.0000, 0.0001, 0.0000, 0.0000, 0.0000, 0.0001, 0.0001, 0.0001, 0.0016, 0.0000, 0.0001, 0.0012, 0.0000, 0.0010, 0.0002, 0.0004, 0.0002, -0.0002, 0.0000, 0.0010, 0.0002, 0.0001, 0.0000, 0.0000, 0.0000, 0.0000, 0.0026, 0.0159, 0.0350, 0.0183, 0.0506, 0.0545, 0.0436, 0.2016, 0.0054, 0.2286, 0.0623, 0.0079, 0.1643, 0.1244, 0.0016, 0.0093, 0.0011, -0.0029, -0.0018, 0.0108, 0.0100, 0.0294, 0.0012, 0.0000, 0.0014, 0.0011, 0.0002, 0.0002, 0.0006, -0.0001, 0.0001, 0.0003, -0.0001]}



Record 2
{"formula": "C4H6N2O3S", "method": "wB97M-V/def2-TZVPD", "e_lumo_ev": 0.2, "gap_ev": 9.6, "e_above_lowest_kcal_mol": 40.1, "elements": ["C", "C", "C", "C", "N", "N", "O", "O", "O", "S", "H", "H", "H", "H", "H", "H"], "coordinates": [[-0.336266, 0.255426, -1.809199], [0.193977, 1.441616, -1.496971], [-0.060358, -0.848353, 0.309173], [-0.818374, -1.449192, 1.457580], [-0.816056, -0.506345, -0.697259], [0.163685, 1.629619, -0.142510], [2.683831, 1.229925, -0.010822], [1.383921, 1.249988, 2.011769], [1.183944, -0.693332, 0.274042], [1.433477, 1.096664, 0.603589], [-0.537152, -0.085405, -2.789759], [0.401064, 2.369131, -2.214414], [-0.124292, -2.099981, 2.053843], [-1.275284, -0.707081, 2.009019], [-1.638634, -2.125646, 1.151407], [-1.837484, -0.757034, -0.709488]], "forces_ev_per_angstrom": [[-0.2, 0.4, -0.3], [-0.7, 1.4, -1.1], [-3.1, -1.7, 0.1], [1.6, -3.1, -0.5], [-1.1, -0.8, -1.9], [2.4, 1.3, 2.2], [1.7, 0.1, -1.1], [-0.7, -0.5, 0.5], [0.9, 0.2, 0.6], [-1.2, 2.3, -0.3], [-0.3, -0.5, -0.7], [-0.1, -2.5, 1.4], [-0.6, 1.0, -0.3], [-0.6, 1.7, 1.5], [0.4, 0.4, -0.3], [1.7, 0.3, 0.3]], "lowdin_charge": [-0.0878, -0.1999, -0.4816, 0.0378, 0.1029, -0.1783, -0.2479, -0.2544, -0.0310, 0.5960, 0.0960, 0.1654, 0.1200, 0.0688, 0.0985, 0.1955]}



Record 3
{"formula": "C28H41CrN2O2Sb", "method": "wB97M-V/def2-TZVPD", "e_lumo_ev": [0.3, 0.1], "gap_ev": [7.2, 7.8], "spin_multiplicity": 5, "s_squared": 6.019, "elements": ["Cr", "O", "C", "C", "C", "C", "C", "C", "C", "N", "C", "C", "N", "C", "C", "C", "C", "C", "C", "C", "O", "H", "H", "H", "H", "H", "H", "H", "H", "H", "H", "H", "H", "H", "H", "C", "C", "C", "C", "Sb", "C", "C", "C", "C", "C", "C", "C", "C", "H", "H", "H", "H", "H", "H", "H", "H", "H", "H", "H", "H", "H", "H", "H", "H", "H", "H", "H", "H", "H", "H", "H", "H", "H", "H", "H"], "coordinates": [[-0.080036, -0.303343, -1.261735], [1.885545, -0.466982, -1.198127], [2.412334, -1.141089, -2.177897], [3.802046, -1.108119, -2.420473], [4.334591, -1.704396, -3.540534], [3.528100, -2.365838, -4.471123], [2.173692, -2.446822, -4.234510], [1.609766, -1.892850, -3.078153], [0.207073, -2.174156, -2.824461], [-0.356864, -2.349326, -1.663198], [-1.756852, -2.744006, -1.711209], [-2.708198, -1.563825, -1.420977], [-2.062946, -0.316174, -1.761036], [-2.642704, 0.536716, -2.539445], [-2.082567, 1.780500, -2.988242], [-2.845442, 2.540219, -3.899072], [-2.399050, 3.739294, -4.392176], [-1.149572, 4.210520, -3.965189], [-0.381039, 3.502201, -3.080166], [-0.809517, 2.256260, -2.553409], [-0.061710, 1.646212, -1.698530], [4.424531, -0.561930, -1.726581], [5.399911, -1.639651, -3.714642], [3.960648, -2.809303, -5.356736], [1.530584, -2.970578, -4.931931], [-0.378698, -2.406646, -3.726386], [-1.908633, -3.516341, -0.954309], [-1.986628, -3.185578, -2.689402], [-2.947792, -1.542614, -0.354201], [-3.647805, -1.687543, -1.975115], [-3.650968, 0.307052, -2.905108], [-3.805725, 2.150909, -4.208948], [-2.992220, 4.309792, -5.091084], [-0.782598, 5.156511, -4.342048], [0.582781, 3.866832, -2.754521], [-1.633013, -0.545935, 4.265539], [-1.657012, -0.696799, 2.750714], [-1.782719, -2.185437, 2.420883], [-2.894201, 0.029655, 2.222093], [0.063404, 0.041026, 1.580026], [1.771979, -1.115086, 2.353516], [3.084221, -0.413891, 2.015456], [1.740851, -2.437863, 1.587359], [1.729717, -1.394340, 3.850045], [0.291997, 2.163208, 2.121270], [-0.801540, 2.923238, 1.368419], [1.628976, 2.665239, 1.577682], [0.193146, 2.471229, 3.610600], [-2.552131, -0.972159, 4.676280], [-1.592897, 0.494935, 4.580835], [-0.800009, -1.071510, 4.725726], [-2.764266, -2.550125, 2.733579], [-1.033585, -2.774775, 2.949472], [-1.671527, -2.394501, 1.354498], [-3.794328, -0.488415, 2.561088], [-2.926500, 0.080342, 1.132049], [-2.948374, 1.046037, 2.601063], [3.117725, -0.080086, 0.979503], [3.899726, -1.126996, 2.162615], [3.276316, 0.429418, 2.676430], [1.812962, -2.277876, 0.513774], [0.839735, -3.017398, 1.788190], [2.595006, -3.044182, 1.897654], [1.627769, -0.487410, 4.444823], [2.662458, -1.879764, 4.149479], [0.918767, -2.072498, 4.113745], [-0.731131, 2.760817, 0.292859], [-0.675920, 3.991506, 1.556819], [-1.802534, 2.654696, 1.697471], [1.797553, 2.355163, 0.544929], [2.470306, 2.339861, 2.183685], [1.621068, 3.758159, 1.593719], [-0.816334, 2.317173, 3.988669], [0.439673, 3.523409, 3.777019], [0.880657, 1.876002, 4.211126]], "forces_ev_per_angstrom": [[0.1, 0.7, 0.3], [0.0, -0.1, 0.0], [0.1, 0.0, 0.0], [-0.1, 0.0, -0.1], [0.0, 0.0, 0.1], [-0.1, -0.1, -0.1], [0.1, 0.0, 0.0], [0.0, 0.1, 0.1], [0.0, -0.6, -0.1], [0.1, 0.3, -0.4], [-0.1, -0.3, 0.0], [-0.2, -0.1, 0.1], [-0.1, 0.4, -0.5], [0.1, -0.2, 0.3], [-0.1, -0.1, 0.0], [0.1, 0.1, 0.0], [-0.1, -0.1, 0.0], [0.1, 0.0, 0.0], [0.0, 0.0, 0.0], [-0.1, 0.2, 0.0], [0.1, -0.2, -0.1], [0.0, 0.0, 0.1], [0.1, 0.0, 0.0], [0.0, 0.0, 0.0], [0.0, 0.0, 0.0], [0.1, -0.1, 0.1], [-0.1, 0.0, -0.1], [0.0, 0.1, 0.1], [0.0, 0.0, -0.1], [0.1, -0.1, 0.1], [0.1, 0.0, 0.0], [-0.1, 0.0, 0.0], [0.0, 0.0, 0.0], [0.0, 0.0, 0.0], [0.0, 0.0, 0.0], [0.1, 0.1, 0.1], [0.0, 0.0, 0.0], [0.1, 0.0, 0.0], [0.1, 0.0, -0.1], [-0.1, 0.0, 0.2], [0.0, 0.0, 0.1], [-0.1, 0.1, 0.0], [-0.1, 0.0, 0.0], [-0.1, 0.0, 0.0], [0.0, 0.1, 0.0], [-0.1, -0.2, 0.0], [0.1, -0.1, 0.0], [0.0, -0.1, 0.0], [-0.1, 0.0, 0.0], [0.0, 0.0, 0.0], [0.0, 0.0, 0.0], [-0.1, 0.0, 0.0], [0.0, 0.0, 0.0], [0.0, 0.0, -0.1], [-0.1, -0.1, 0.0], [0.0, 0.0, -0.1], [0.0, 0.2, 0.0], [0.0, 0.0, -0.1], [0.1, -0.1, 0.0], [0.0, 0.1, 0.0], [0.0, 0.0, -0.1], [-0.1, 0.0, 0.0], [0.1, -0.1, 0.0], [0.0, 0.1, 0.0], [0.1, -0.1, 0.0], [0.0, 0.0, 0.0], [0.0, 0.0, 0.0], [0.0, 0.1, 0.0], [-0.1, -0.1, 0.0], [0.0, 0.0, -0.1], [0.1, -0.1, 0.0], [0.0, 0.1, 0.0], [0.0, 0.0, 0.0], [0.0, 0.1, 0.0], [0.1, -0.1, 0.0]], "lowdin_spin": [3.5971, 0.0425, 0.0177, 0.0014, 0.0104, 0.0061, 0.0086, 0.0211, 0.0377, 0.0653, 0.0079, 0.0069, 0.0014, 0.0308, 0.0072, 0.0039, 0.0036, 0.0058, 0.0010, 0.0131, 0.0507, -0.0001, 0.0005, 0.0003, 0.0001, 0.0023, 0.0019, 0.0000, 0.0004, 0.0004, 0.0004, 0.0000, 0.0001, 0.0003, 0.0000, 0.0010, 0.0064, 0.0009, 0.0006, 0.0275, 0.0051, 0.0002, 0.0010, 0.0009, 0.0052, -0.0001, 0.0001, 0.0009, 0.0004, 0.0000, 0.0000, 0.0000, 0.0000, 0.0007, 0.0000, 0.0005, 0.0000, -0.0001, 0.0001, 0.0000, 0.0007, 0.0000, 0.0000, 0.0000, 0.0003, 0.0000, -0.0001, 0.0000, 0.0000, 0.0001, 0.0000, 0.0001, 0.0000, 0.0003, 0.0000]}



Record 4
{"formula": "CH2IN", "method": "wB97M-V/def2-TZVPD", "e_lumo_ev": [-1.7, -1.7], "gap_ev": [6.8, 6.9], "e_above_lowest_kcal_mol": 147.9, "elements": ["C", "N", "I", "H", "H"], "coordinates": [[-0.636520, -0.057237, 1.531628], [0.629396, 0.530640, -1.417669], [-0.890392, 0.825281, -0.235154], [0.004939, -0.873555, 1.330824], [0.892576, -0.425130, -1.209630]], "forces_ev_per_angstrom": [[-2.0, 1.2, 0.1], [-0.8, 0.5, -0.1], [1.1, -0.2, 0.4], [1.5, -1.0, -0.3], [0.2, -0.5, 0.0]], "lowdin_charge": [-0.4504, -0.6180, 1.3486, -0.1411, -0.1391]}



In the order shown, the computed max |F| values come out to 0.0543 0.0685 0.0147 0.0450 Eh/bohr.